{"formula": "C16H26F4LuOSi2", "method": "ωB97M-V/def2-TZVPD", "species": ["C", "Si", "C", "C", "O", "C", "C", "Si", "C", "C", "F", "C", "C", "C", "C", "C", "C", "C", "C", "C", "F", "F", "F", "H", "H", "H", "H", "H", "H", "H", "H", "H", "H", "H", "H", "H", "H", "H", "H", "H", "H", "H", "H", "H", "H", "H", "H", "H", "H", "Lu"], "positions_angstrom": [[3.8039, 1.1013, -0.4579], [2.1400, 1.8683, -0.1792], [1.5471, 2.6521, -1.7763], [2.2497, 3.2026, 1.1323], [0.9664, 0.7244, 0.2819], [1.3072, -0.6729, 0.4040], [0.0685, -1.3934, 0.9408], [-0.9065, -2.4202, -0.3066], [0.2258, -3.4006, -1.4119], [1.3988, -4.0500, -0.6652], [2.5544, -3.8368, -1.3804], [-2.2195, -1.4166, -1.2652], [-1.9371, 0.0841, -1.4483], [-1.9638, 0.9235, -0.2154], [-1.1324, 2.0914, -0.1475], [-1.0672, 2.8627, 1.0311], [-1.7917, 2.4836, 2.1792], [-2.6180, 1.3524, 2.1251], [-2.7300, 0.5900, 0.9286], [-1.9534, -3.6005, 0.7893], [-1.2921, -4.5885, 1.3566], [-2.5051, -2.8546, 1.8047], [-2.9903, -4.1229, 0.1244], [4.1946, 0.6964, 0.4767], [4.4967, 1.8492, -0.8317], [3.7629, 0.2611, -1.1498], [1.3710, 1.9023, -2.5463], [0.6322, 3.2426, -1.6454], [2.3191, 3.3333, -2.1260], [3.2907, 3.5039, 1.2203], [1.9230, 2.8474, 2.1096], [1.6827, 4.0936, 0.8563], [1.6268, -1.0478, -0.5675], [2.1363, -0.7791, 1.0998], [0.3794, -2.1081, 1.7053], [-0.5324, -0.6658, 1.4841], [0.6353, -2.7308, -2.1689], [-0.3693, -4.1661, -1.9075], [1.5679, -3.6361, 0.3306], [1.2299, -5.1163, -0.5461], [-2.3019, -1.8331, -2.2681], [-3.2014, -1.5772, -0.8202], [-1.0023, 0.2789, -1.9709], [-2.7258, 0.4783, -2.1089], [-0.5595, 2.3981, -1.0135], [-0.3868, 3.7195, 1.0239], [-1.6825, 3.0605, 3.0933], [-3.1592, 1.0526, 3.0150], [-3.3476, -0.2994, 0.9430], [-3.1345, 3.6628, 0.4691]], "atomic_forces_ev_per_a": [[-0.548, -0.428, 0.332], [0.787, 0.023, -0.188], [-0.214, -0.145, 0.302], [-0.367, -0.311, -0.127], [0.074, 0.415, -0.231], [-0.426, 0.195, 0.187], [0.182, -0.216, -0.226], [0.243, -0.236, 0.041], [-0.200, 0.127, 0.441], [-0.201, 0.055, 0.107], [0.185, -0.010, -0.135], [0.241, 0.207, 0.130], [-0.422, -0.070, 0.047], [0.231, 0.127, -0.065], [-0.819, -0.242, 0.432], [0.995, -0.083, -0.487], [-0.046, 0.425, 0.199], [-0.278, 0.025, -0.616], [0.112, 0.809, 0.463], [-0.340, 0.456, -0.159], [0.473, -0.407, 0.248], [-0.117, 0.308, 0.213], [-0.269, -0.154, -0.281], [0.150, 0.108, 0.072], [0.126, 0.070, -0.072], [0.073, 0.056, -0.215], [0.008, -0.005, -0.171], [0.353, 0.331, -0.331], [0.043, 0.107, -0.139], [0.093, 0.120, 0.069], [0.050, 0.030, 0.127], [0.028, 0.197, 0.050], [0.085, -0.100, -0.062], [0.115, 0.031, 0.024], [-0.032, -0.117, 0.064], [-0.058, 0.019, 0.142], [0.032, -0.041, -0.187], [-0.008, 0.031, -0.294], [0.011, 0.060, 0.078], [0.105, -0.132, -0.063], [0.008, -0.124, -0.074], [-0.110, -0.032, 0.036], [0.152, 0.001, -0.015], [0.020, 0.116, -0.083], [-0.044, -0.129, -0.021], [0.167, -0.061, 0.296], [0.056, -0.103, 0.151], [-0.106, -0.075, -0.001], [-0.078, -0.068, -0.083], [-0.518, -1.160, 0.075]], "e_lumo_ev": -14.7, "total_charge": 3, "total_energy_ha": -2913.32839}